No. 1
{"formula": "C5H9NO2", "method": "the ωB97M-V functional and the def2-TZVPD basis", "symbols": ["C", "N", "C", "O", "C", "C", "C", "O", "H", "H", "H", "H", "H", "H", "H", "H", "H"], "coordinates": [[0.4735, 1.5976, -0.0884], [0.0719, 0.6864, -1.1550], [1.0221, -0.1294, -1.7281], [0.9749, -0.5545, -2.8541], [0.3989, 0.8467, 1.2917], [-1.0282, 0.3567, 1.5710], [-1.1782, -1.1358, 1.7405], [-0.6391, -1.9202, 0.9986], [1.4966, 1.9651, -0.2197], [-0.1056, 2.5178, -0.0740], [-0.7702, 0.9248, -1.6391], [1.8255, -0.3897, -1.0166], [0.7801, 1.3866, 2.1599], [1.1521, 0.0760, 1.1295], [-1.6614, 0.7363, 0.7596], [-1.4986, 0.9723, 2.3460], [-1.6999, -1.5625, 2.6082]], "atomic_forces_ev_per_a": [[0.4, -0.2, 1.5], [0.7, 0.6, 0.5], [-0.7, 0.3, 0.0], [0.0, -0.2, 0.0], [0.4, 0.3, -0.9], [-0.4, 1.0, -0.1], [0.7, -0.3, -0.2], [-0.1, 0.3, -0.1], [0.0, -0.3, -0.2], [-0.5, -0.2, -0.2], [0.0, -0.1, -0.6], [0.1, 0.2, -0.1], [-0.1, 0.5, -0.3], [-0.5, -0.7, 0.3], [0.1, -0.8, -0.5], [0.4, -0.6, 0.7], [-0.4, 0.4, 0.2]], "largest_force_ev_per_a": 1.6, "orbital_gap_ev": 10.50, "smiles": "O=CCCCNC=O", "e_homo_ev": -9.76, "e_tot_ha": -401.1274, "lumo_energy_ev": 0.735}

=====

No. 2
{"formula": "C48H84O12", "method": "the ωB97M-V functional and the def2-TZVPD basis", "symbols": ["C", "O", "C", "C", "O", "C", "H", "H", "H", "H", "H", "H", "H", "H", "H", "H", "C", "O", "C", "C", "O", "C", "H", "H", "H", "H", "H", "H", "H", "H", "H", "H", "C", "O", "C", "C", "O", "C", "H", "H", "H", "H", "H", "H", "H", "H", "H", "H", "C", "O", "C", "C", "O", "C", "H", "H", "H", "H", "H", "H", "H", "H", "H", "H", "C", "O", "C", "C", "O", "C", "H", "H", "H", "H", "H", "H", "H", "H", "H", "H", "C", "O", "C", "C", "O", "C", "H", "H", "H", "H", "H", "H", "H", "H", "H", "H", "C", "C", "C", "C", "C", "C", "H", "H", "H", "H", "H", "H", "C", "C", "C", "C", "C", "C", "H", "H", "H", "H", "H", "H", "C", "C", "C", "C", "C", "C", "H", "H", "H", "H", "H", "H", "C", "C", "C", "C", "C", "C", "H", "H", "H", "H", "H", "H"], "coordinates": [[-30.7483, -2.7229, 35.3365], [-29.8580, -2.5967, 36.4139], [-30.3655, -3.1614, 37.6156], [-29.4693, -2.9005, 38.8551], [-29.4623, -1.5470, 39.2810], [-30.7051, -1.0436, 39.7595], [-31.1672, -3.7138, 35.1610], [-30.2567, -2.2540, 34.4842], [-31.6624, -2.1490, 35.4885], [-30.5037, -4.2261, 37.4272], [-31.3692, -2.8781, 37.9325], [-28.4345, -3.1129, 38.5867], [-29.5761, -3.5538, 39.7210], [-31.4245, -0.8255, 38.9701], [-30.4566, -0.0970, 40.2394], [-31.0296, -1.7196, 40.5505], [-31.0478, -11.1871, 38.4850], [-31.6900, -11.2819, 37.2286], [-33.0772, -10.8139, 37.2068], [-33.7735, -10.9876, 35.9158], [-33.1859, -10.1396, 34.8914], [-33.9304, -10.2838, 33.6834], [-30.0003, -11.4855, 38.4424], [-31.4952, -11.7041, 39.3339], [-30.9634, -10.1089, 38.6206], [-33.0100, -9.7464, 37.4167], [-33.5875, -11.4002, 37.9710], [-34.8401, -10.7650, 35.9470], [-33.5850, -12.0235, 35.6339], [-33.6451, -11.2298, 33.2231], [-33.6137, -9.4773, 33.0221], [-35.0105, -10.2276, 33.8184], [-35.5024, -2.2155, 35.0599], [-35.5414, -3.6124, 34.6984], [-34.7992, -3.9071, 33.5178], [-34.7355, -5.4196, 32.9987], [-36.0827, -5.8255, 32.8516], [-36.3486, -7.2524, 32.6193], [-35.7786, -1.6541, 34.1673], [-34.6037, -1.7071, 35.4091], [-36.2259, -2.0520, 35.8586], [-33.8591, -3.3595, 33.4500], [-35.3689, -3.5008, 32.6821], [-34.2184, -6.0021, 33.7612], [-34.1952, -5.4525, 32.0526], [-37.3958, -7.5524, 32.6585], [-35.7488, -7.9247, 33.2328], [-35.9655, -7.5570, 31.6454], [-35.4414, -13.7044, 32.9940], [-36.4632, -12.7672, 33.1595], [-37.2202, -12.8617, 34.4078], [-38.2820, -11.7249, 34.5560], [-37.7144, -10.4477, 34.8862], [-38.6074, -9.3808, 35.2428], [-35.1043, -13.6733, 31.9579], [-35.7705, -14.7078, 33.2643], [-34.5543, -13.5313, 33.6034], [-36.6194, -12.9043, 35.3162], [-37.7487, -13.8116, 34.3277], [-38.9909, -12.0260, 35.3272], [-38.8896, -11.6799, 33.6522], [-38.0019, -8.5983, 35.7001], [-39.3518, -9.5790, 36.0140], [-39.0889, -8.9828, 34.3496], [-32.7029, 4.3925, 32.7070], [-32.9122, 3.7866, 33.9718], [-33.9111, 2.7227, 34.0344], [-34.2301, 2.3367, 35.4937], [-35.2758, 1.4374, 35.5316], [-35.3512, 0.8305, 36.7684], [-33.6459, 4.6099, 32.2056], [-32.0462, 3.8290, 32.0442], [-32.2781, 5.3345, 33.0539], [-33.6352, 1.8908, 33.3865], [-34.8683, 3.0467, 33.6259], [-34.4499, 3.2610, 36.0279], [-33.3457, 1.9337, 35.9871], [-34.4656, 0.2704, 37.0685], [-36.2438, 0.2093, 36.8413], [-35.4670, 1.5155, 37.6083], [-38.0126, 2.6165, 34.2392], [-38.2272, 1.5188, 33.3885], [-38.2025, 0.1862, 33.9880], [-38.4909, -0.8930, 32.9696], [-37.3150, -1.1256, 32.2047], [-37.4974, -2.1464, 31.1872], [-38.8417, 2.5747, 34.9455], [-38.2034, 3.4806, 33.6029], [-37.0842, 2.8388, 34.7653], [-38.8636, 0.0805, 34.8481], [-37.2313, -0.0057, 34.4442], [-39.3516, -0.6165, 32.3606], [-38.7758, -1.8298, 33.4483], [-36.5003, -2.3850, 30.8171], [-38.0200, -1.8567, 30.2755], [-37.9664, -3.0466, 31.5843], [-39.1549, -4.7730, 34.4449], [-39.8997, -5.7139, 33.7811], [-41.3147, -5.7185, 33.9323], [-41.9006, -4.6537, 34.6357], [-41.1502, -3.7746, 35.3654], [-39.8005, -3.8052, 35.2010], [-38.0808, -4.7286, 34.3422], [-39.3634, -6.4439, 33.1930], [-41.9475, -6.4705, 33.4846], [-42.9628, -4.6020, 34.8237], [-41.7440, -3.1341, 36.0007], [-39.1632, -3.1346, 35.7584], [-35.9157, -8.3842, 38.1771], [-35.6064, -7.8100, 36.9240], [-36.1078, -6.5987, 36.5432], [-36.8402, -5.8370, 37.4617], [-37.1418, -6.3702, 38.7086], [-36.7224, -7.6192, 39.0225], [-35.5666, -9.3685, 38.4525], [-35.0107, -8.3709, 36.2191], [-35.8804, -6.1027, 35.6111], [-37.1907, -4.9110, 37.0305], [-37.6700, -5.7785, 39.4416], [-36.9509, -8.0488, 39.9866], [-37.1310, -10.8698, 30.2573], [-36.2472, -11.4662, 29.3647], [-35.9820, -10.9636, 28.1421], [-36.5746, -9.7525, 27.7221], [-37.4757, -9.1283, 28.6140], [-37.7162, -9.6788, 29.8698], [-37.3054, -11.2753, 31.2430], [-35.8538, -12.4325, 29.6439], [-35.2654, -11.3495, 27.4322], [-36.3500, -9.3242, 26.7564], [-37.9282, -8.1829, 28.3534], [-38.3753, -9.2078, 30.5840], [-33.4410, -1.2105, 31.7066], [-32.1883, -0.9360, 32.2493], [-31.0567, -1.5649, 31.8362], [-31.1610, -2.5492, 30.8843], [-32.4378, -2.7894, 30.2982], [-33.5583, -2.0854, 30.6548], [-34.3157, -0.6195, 31.9345], [-32.1415, -0.1159, 32.9505], [-30.1051, -1.2170, 32.2099], [-30.3586, -3.1630, 30.5023], [-32.4639, -3.4882, 29.4752], [-34.5234, -2.2077, 30.1857]], "atomic_forces_ev_per_a": [[-0.6, 0.9, 0.0], [-0.1, 0.0, 1.0], [0.1, -0.8, 1.0], [0.9, 0.5, -1.1], [0.0, 0.1, -0.4], [1.1, 0.0, 0.4], [0.7, -0.5, -0.2], [0.0, -0.6, -0.1], [-0.2, 0.5, 0.3], [0.3, -0.5, 0.3], [-0.3, 0.8, -0.6], [0.2, 0.2, -0.3], [-1.1, -0.3, 0.0], [-0.2, -0.4, 0.1], [0.0, 0.1, 0.0], [-0.8, -0.1, -0.1], [0.2, 1.5, -0.6], [-0.8, -1.3, -0.9], [1.8, 0.5, 1.3], [1.4, 0.0, -1.8], [-1.0, -0.3, 0.7], [0.9, 0.2, 0.1], [-0.1, -0.5, -0.6], [-0.5, 0.0, -0.1], [-0.2, 0.2, 1.1], [-0.4, 0.2, 0.5], [-0.4, 0.3, 0.2], [-0.1, -0.1, 0.5], [-0.4, -0.4, -0.3], [-0.3, -0.2, -0.2], [0.0, 0.0, 0.0], [-0.1, -0.1, 0.2], [-0.8, -0.1, -0.9], [1.2, -0.3, 0.6], [-1.0, -0.3, -1.8], [-0.4, 1.3, 2.1], [-1.1, -1.5, 0.0], [1.7, 0.6, -0.5], [-0.4, 0.2, -0.1], [0.8, -1.0, 0.1], [-0.2, -0.3, -0.1], [0.4, -0.5, 0.4], [-0.3, 0.6, -0.2], [0.1, -0.5, -0.1], [0.1, 0.1, -0.1], [0.0, 0.7, 0.3], [-0.2, 0.3, 0.9], [-0.2, 0.4, -0.6], [0.2, -0.4, 0.3], [-0.7, 1.0, 1.1], [-0.3, 0.6, -1.0], [0.5, 0.1, -0.1], [0.0, -0.7, 0.2], [0.5, 0.0, -0.2], [-0.2, 0.0, 0.0], [-0.2, -0.3, -0.2], [0.1, 0.4, 0.3], [0.5, 0.2, -0.2], [-0.3, -0.1, 0.3], [0.1, -0.2, 0.4], [0.1, 0.2, -0.4], [0.3, 0.0, -0.3], [-0.2, -0.8, -0.1], [-0.2, 0.0, 0.0], [-0.4, 0.3, 1.2], [-1.2, -1.6, 0.5], [0.0, 0.7, -0.2], [1.7, 1.0, -0.8], [-0.3, -0.2, -0.8], [-0.7, -0.5, 1.7], [-0.2, -0.1, -0.1], [0.1, -0.1, 0.0], [0.4, 0.1, -0.8], [0.4, -0.3, 0.3], [-0.1, 0.5, -0.3], [-0.3, 0.2, 0.2], [0.2, -0.2, 0.0], [0.2, -0.4, -0.5], [0.1, -0.3, -0.4], [-0.1, 0.7, 0.0], [-1.7, 0.6, -0.1], [0.8, -1.8, -0.1], [0.6, 0.8, 0.2], [0.3, 0.2, -0.1], [-0.5, -0.7, -1.3], [0.8, 0.5, 0.5], [0.1, 0.4, 0.6], [0.0, 0.1, 0.0], [0.4, -1.0, -0.2], [-0.7, 0.4, -0.1], [0.3, 0.1, -0.3], [0.0, 0.3, -0.4], [0.0, -0.1, 0.4], [0.1, -0.2, 0.4], [-0.6, 0.6, 0.2], [0.0, -0.1, 0.2], [-0.2, 0.7, -0.2], [-1.3, -0.6, 0.1], [0.9, 1.1, -0.2], [-0.5, -1.9, 0.0], [-0.7, 0.3, -0.4], [1.6, 0.4, 1.1], [0.2, -0.1, 0.0], [-0.3, -0.3, -0.1], [0.1, -0.1, -0.2], [-0.3, -0.3, -0.4], [0.6, 0.5, 0.2], [0.0, 0.3, 0.1], [-0.4, 1.4, -1.1], [0.2, -1.7, 0.4], [-0.3, 1.3, 0.8], [0.0, -0.7, -1.0], [-0.4, 1.8, -0.6], [1.1, -2.1, 0.7], [0.0, 0.0, 0.0], [0.2, -0.1, -0.1], [0.1, -0.3, -0.3], [-0.2, 0.4, 0.7], [-0.2, 0.0, 0.0], [-0.2, 0.1, 0.2], [0.3, 0.6, -0.5], [-0.4, -1.7, 1.5], [0.1, 2.2, -2.2], [-0.8, -0.3, 1.6], [0.9, -0.2, -0.6], [-0.2, -0.1, 0.2], [0.0, -0.2, 0.0], [0.4, -0.1, 0.1], [0.1, -0.7, 0.3], [0.0, 0.0, 0.0], [-0.1, 0.0, -0.1], [-0.2, 0.3, -0.1], [0.1, 0.9, -0.2], [-1.7, 1.2, 0.5], [1.1, -0.3, -0.2], [-1.8, -0.7, -1.1], [1.7, -0.4, -0.3], [-0.1, -0.3, 0.4], [0.0, 0.1, 0.6], [0.2, 0.0, 0.3], [0.2, -0.3, 0.1], [0.4, 0.2, 0.2], [-0.1, -0.2, 0.0], [0.1, -0.2, -0.2]], "charge": -1, "largest_force_ev_per_a": 3.1, "orbital_gap_ev": [1.30, 9.06], "e_homo_ev": [0.74, -7.07], "e_tot_ha": -2781.8182, "lumo_energy_ev": [2.037, 1.989], "spin_multiplicity": 2}

=====

No. 3
{"formula": "C33H45F5Ge2N3O5S2Zn", "method": "the ωB97M-V functional and the def2-TZVPD basis", "symbols": ["Zn", "C", "C", "Ge", "C", "C", "C", "C", "Ge", "C", "C", "C", "C", "C", "C", "C", "C", "C", "C", "H", "H", "H", "H", "H", "H", "H", "H", "H", "H", "H", "H", "H", "H", "H", "H", "H", "H", "H", "H", "H", "H", "H", "H", "H", "H", "C", "C", "S", "O", "O", "C", "C", "N", "C", "N", "C", "C", "N", "O", "O", "C", "H", "H", "H", "H", "H", "H", "H", "H", "H", "H", "H", "H", "H", "F", "C", "C", "F", "C", "F", "C", "S", "C", "F", "C", "F", "C", "C", "C", "O", "H", "H", "H", "H", "H", "H"], "coordinates": [[0.8631, 0.6051, -0.2635], [-2.4289, -1.6467, 1.2599], [-2.1119, -1.4607, -0.2274], [-2.4964, 0.3871, -0.8818], [-4.1585, 0.2912, -1.9582], [-4.4755, 1.3766, -2.9847], [-2.6762, 1.6239, 0.6216], [-1.8585, 2.1387, 1.5472], [0.1167, 2.2559, 1.2885], [1.3735, 2.0826, 2.8525], [0.8529, 1.6635, 4.2295], [0.4935, 3.9984, 0.3856], [0.3249, 5.2568, 1.2402], [-2.4289, 2.7676, 2.7693], [-3.6431, 2.3352, 3.3138], [-4.1757, 2.9442, 4.4378], [-3.5007, 3.9869, 5.0574], [-2.2841, 4.4116, 4.5469], [-1.7581, 3.8064, 3.4167], [-2.1198, -2.6370, 1.6054], [-3.5000, -1.5515, 1.4446], [-1.9207, -0.8982, 1.8714], [-2.7092, -2.1417, -0.8360], [-1.0607, -1.7073, -0.4237], [-4.9529, 0.2501, -1.2055], [-4.1259, -0.6879, -2.4391], [-4.5717, 2.3558, -2.5165], [-5.4232, 1.1494, -3.4747], [-3.7109, 1.4303, -3.7606], [-3.7438, 1.8218, 0.7414], [1.8896, 3.0432, 2.9315], [2.1161, 1.3599, 2.5044], [0.2449, 2.4452, 4.6792], [1.6934, 1.4708, 4.8997], [0.2468, 0.7551, 4.1968], [-0.1516, 4.0648, -0.4936], [1.5267, 3.9370, 0.0255], [-0.7105, 5.3948, 1.5525], [0.6143, 6.1409, 0.6681], [0.9521, 5.2198, 2.1340], [-4.1624, 1.4966, 2.8670], [-5.1199, 2.5945, 4.8368], [-3.9201, 4.4605, 5.9360], [-1.7385, 5.2098, 5.0354], [-0.8176, 4.1592, 3.0102], [2.0547, -8.6442, -2.4491], [1.5139, -7.3287, -1.9000], [1.5816, -7.4120, -0.1037], [2.9584, -7.5155, 0.3020], [0.6232, -8.3841, 0.3318], [0.9989, -5.7738, 0.4338], [2.1988, -4.8670, 0.7000], [1.7840, -3.4788, 0.9275], [1.7690, -2.5169, -0.0135], [1.2604, -1.3899, 0.4776], [0.9351, -1.6217, 1.7769], [1.2507, -2.9096, 2.0734], [1.0754, -3.5645, 3.3381], [0.7352, -2.8530, 4.2601], [1.2701, -4.7666, 3.3946], [2.2787, -2.6897, -1.4000], [2.0563, -8.6318, -3.5375], [1.4356, -9.4745, -2.1102], [3.0733, -8.8129, -2.0992], [0.4620, -7.1817, -2.1487], [2.1099, -6.4713, -2.2188], [0.4210, -5.9537, 1.3377], [0.3504, -5.3828, -0.3529], [2.8791, -4.8784, -0.1475], [2.7432, -5.2322, 1.5614], [0.4949, -0.8781, 2.4212], [1.6743, -3.4032, -1.9631], [3.3093, -3.0467, -1.3875], [2.2531, -1.7293, -1.9104], [-0.5473, 5.1323, -5.8144], [-0.5554, 4.1043, -4.9873], [-1.1426, 4.2102, -3.7399], [-1.6894, 5.3528, -3.3485], [-1.1426, 3.1220, -2.8879], [-1.6762, 3.2827, -1.6787], [-0.6035, 1.8941, -3.2477], [-0.6419, 0.4313, -2.2660], [0.0069, 1.8292, -4.4985], [0.5747, 0.6833, -4.8862], [0.0412, 2.9098, -5.3571], [0.6491, 2.8106, -6.5324], [3.0304, 2.7804, -2.5600], [3.4858, 1.8518, -1.4819], [4.8340, 2.0755, -0.8853], [2.7758, 0.9271, -1.0965], [3.7595, 3.5555, -2.7805], [2.0861, 3.2388, -2.2530], [2.8216, 2.2087, -3.4649], [4.9153, 3.1064, -0.5351], [5.5893, 1.9418, -1.6650], [5.0258, 1.3835, -0.0690]], "atomic_forces_ev_per_a": [[0.1, -0.4, 0.0], [0.1, 0.0, -0.1], [0.1, 0.3, 0.0], [-0.4, -0.3, 0.4], [0.4, 0.1, 0.2], [0.1, -0.1, 0.1], [-0.1, -0.1, -0.5], [0.3, 0.1, 0.4], [0.3, -0.1, -0.2], [-0.4, 0.1, -0.1], [0.1, 0.0, -0.1], [-0.1, 0.1, 0.2], [0.1, 0.0, -0.3], [-0.1, 0.1, 0.0], [0.1, 0.0, -0.1], [0.0, 0.0, 0.0], [0.0, 0.0, 0.0], [0.0, 0.0, 0.0], [0.0, -0.1, -0.1], [-0.1, 0.0, 0.0], [0.0, 0.0, 0.1], [-0.1, 0.0, 0.0], [0.0, 0.0, -0.1], [-0.2, 0.1, 0.0], [0.0, -0.1, 0.0], [0.0, 0.0, 0.0], [0.0, 0.1, 0.0], [0.0, 0.1, 0.0], [0.0, 0.0, 0.0], [0.0, -0.1, 0.1], [0.0, 0.0, 0.0], [0.0, 0.0, 0.0], [-0.1, 0.0, 0.0], [-0.1, 0.0, 0.0], [0.0, 0.0, 0.0], [0.2, 0.0, 0.2], [0.0, 0.0, 0.0], [0.1, 0.1, -0.1], [0.0, 0.0, 0.1], [0.0, 0.1, 0.0], [0.0, 0.0, 0.0], [0.0, 0.0, 0.0], [0.0, 0.0, 0.0], [0.0, 0.0, 0.0], [-0.1, -0.1, 0.3], [0.0, 0.0, 0.1], [0.0, -0.2, 0.3], [-0.2, 0.3, -0.2], [0.1, 0.0, 0.0], [-0.1, 0.0, 0.0], [0.3, -0.3, -0.2], [-0.1, -0.2, 0.0], [-0.1, -0.1, 0.2], [0.0, 0.1, 0.0], [0.0, 0.5, -0.4], [0.0, -0.1, 0.3], [0.0, 0.2, -0.3], [0.0, -0.1, 0.2], [0.0, -0.1, -0.2], [0.0, 0.2, -0.1], [0.0, 0.0, 0.1], [0.0, 0.0, 0.0], [0.0, 0.0, 0.0], [0.0, 0.0, -0.1], [0.0, 0.1, 0.0], [0.0, 0.0, 0.0], [0.0, 0.0, 0.0], [0.0, 0.0, 0.1], [0.0, 0.1, 0.0], [0.1, 0.1, 0.1], [0.1, 0.0, 0.0], [0.0, 0.0, 0.0], [0.0, 0.0, 0.0], [0.0, 0.0, 0.0], [0.0, 0.1, 0.0], [0.0, -0.1, 0.0], [0.0, 0.0, 0.0], [0.0, 0.0, 0.0], [0.1, -0.2, 0.1], [-0.4, -0.1, -0.1], [0.2, 0.3, -0.2], [0.0, -0.3, -0.1], [-0.1, -0.2, 0.1], [0.0, 0.1, 0.0], [0.1, 0.0, -0.1], [0.0, 0.0, 0.0], [-0.2, 0.1, -0.1], [0.1, 0.0, 0.1], [0.1, -0.2, 0.0], [0.0, 0.0, 0.1], [0.0, 0.0, 0.0], [0.0, 0.0, 0.0], [0.0, -0.1, 0.0], [0.0, 0.0, 0.0], [0.0, 0.1, 0.0], [0.0, 0.0, 0.0]], "charge": 1, "largest_force_ev_per_a": 0.7, "orbital_gap_ev": 7.47, "e_homo_ev": -10.54, "e_tot_ha": -9053.4937, "lumo_energy_ev": -3.076}